Record 1
{"formula": "C2H6N2S", "method": "ωB97M-V/def2-TZVPD", "e_homo_ev": -8.7, "homo_lumo_gap_ev": 9.445, "charge": 0, "de_lowest_ev": 0.790, "smiles": "[H]/N=C/NSC", "e_tot_ha": -587.474999, "elements": ["C", "C", "H", "H", "H", "H", "H", "H", "N", "N", "S"], "coordinates": [[1.6820, 0.6882, 0.1599], [-1.4136, -0.4372, -0.0388], [1.9253, 0.5554, 1.2235], [0.8638, 1.4124, 0.0913], [2.5262, 1.1145, -0.3925], [-0.2662, -2.0796, 0.5657], [-2.2152, -0.8857, 0.5524], [-2.5005, 0.8808, -0.7303], [-0.2630, -1.1441, 0.0560], [-1.5095, 0.6289, -0.7368], [1.1707, -0.7337, -0.7505]], "nbo_charge": [-0.7933, 0.2660, 0.2160, 0.2422, 0.2345, 0.4109, 0.1525, 0.3417, -0.7840, -0.7181, 0.4317]}

Record 2
{"formula": "C19H25CoN3O3S", "method": "ωB97M-V/def2-TZVPD", "e_homo_ev": [-11.1, -11.1], "homo_lumo_gap_ev": [6.416, 6.527], "charge": 1, "e_tot_ha": -2909.773398, "elements": ["Co", "N", "C", "C", "C", "N", "H", "H", "H", "H", "H", "H", "H", "H", "H", "H", "S", "C", "C", "C", "C", "C", "C", "H", "H", "H", "H", "H", "C", "C", "O", "H", "H", "H", "H", "H", "H", "O", "C", "N", "C", "O", "C", "C", "C", "C", "C", "C", "H", "H", "H", "H"], "coordinates": [[0.1341, 0.2085, -0.5177], [2.0637, 0.1054, -0.6524], [2.8338, -0.4190, 0.4923], [2.4122, 0.2679, 1.7722], [1.0770, -0.2620, 2.2536], [-0.0240, 0.2918, 1.4369], [2.1727, -0.5388, -1.4496], [2.4150, 1.0198, -0.9256], [3.9026, -0.2940, 0.3168], [2.6416, -1.4907, 0.5577], [2.3429, 1.3486, 1.6087], [3.1689, 0.1125, 2.5416], [0.9210, -0.0292, 3.3075], [1.0422, -1.3475, 2.1562], [-0.2381, 1.2387, 1.7305], [-0.8585, -0.2949, 1.5568], [0.1083, 2.3710, -0.9488], [0.1273, 4.0990, -0.6396], [1.3332, 4.7658, -0.4218], [1.3297, 6.1312, -0.1901], [0.1306, 6.8304, -0.1731], [-1.0693, 6.1681, -0.3923], [-1.0768, 4.8026, -0.6250], [2.2615, 4.2113, -0.4428], [2.2637, 6.6512, -0.0244], [0.1316, 7.8969, 0.0087], [-2.0016, 6.7167, -0.3832], [-2.0036, 4.2750, -0.8045], [-4.0016, -0.0931, 0.0091], [-2.9747, 0.7798, -0.6726], [-1.7762, 0.0201, -0.9863], [-4.9087, 0.4825, 0.1913], [-3.6289, -0.4753, 0.9586], [-4.2716, -0.9431, -0.6223], [-2.6533, 1.5973, -0.0310], [-3.3575, 1.2026, -1.6002], [-2.0019, -0.9035, -1.1479], [-1.4573, -2.0764, 1.0896], [-0.6573, -2.5043, 0.2744], [0.0972, -1.7203, -0.5913], [0.9079, -2.5505, -1.3682], [1.7274, -2.1639, -2.1767], [0.5973, -3.9638, -1.0122], [1.0941, -5.1488, -1.5096], [0.6161, -6.3252, -0.9354], [-0.3192, -6.2962, 0.0968], [-0.8176, -5.0897, 0.5844], [-0.3395, -3.9352, 0.0031], [1.8188, -5.1638, -2.3126], [0.9768, -7.2786, -1.2974], [-0.6648, -7.2271, 0.5256], [-1.5473, -5.0599, 1.3826]], "nbo_charge": [1.1357, -0.7591, -0.2231, -0.4322, -0.2259, -0.7440, 0.4405, 0.4156, 0.2228, 0.2076, 0.2176, 0.2448, 0.2240, 0.2118, 0.4102, 0.4414, -0.2833, -0.1854, -0.1483, -0.2213, -0.1842, -0.1903, -0.2092, 0.2084, 0.2270, 0.2277, 0.2264, 0.2218, -0.6484, -0.0585, -0.7284, 0.2412, 0.2266, 0.2152, 0.1944, 0.1990, 0.5159, -0.6310, 0.6595, -0.7562, 0.6778, -0.5933, -0.1578, -0.1503, -0.1800, -0.1785, -0.1840, -0.0844, 0.2409, 0.2322, 0.2318, 0.2393]}

Record 3
{"formula": "C48H38BiN6", "method": "ωB97M-V/def2-TZVPD", "e_homo_ev": -3.7, "homo_lumo_gap_ev": 5.737, "charge": -1, "de_lowest_ev": 0.799, "e_tot_ha": -2395.073127, "elements": ["Bi", "C", "C", "N", "C", "C", "C", "C", "C", "C", "C", "N", "C", "C", "C", "C", "C", "C", "C", "C", "N", "C", "H", "H", "H", "H", "H", "H", "H", "H", "H", "H", "H", "H", "C", "C", "C", "C", "C", "C", "C", "C", "C", "C", "N", "C", "C", "C", "C", "C", "N", "H", "H", "H", "H", "H", "H", "H", "H", "H", "H", "H", "H", "H", "H", "H", "H", "H", "N", "C", "C", "C", "C", "C", "C", "C", "C", "C", "H", "H", "H", "H", "C", "C", "C", "C", "C", "C", "H", "H", "H", "H", "H"], "coordinates": [[0.4020, -0.2494, 0.7974], [1.0998, 3.6399, 3.5537], [1.4376, 2.4190, 2.9608], [1.2133, 2.1533, 1.6973], [0.6429, 3.0786, 0.9187], [0.1241, 4.2879, 1.4569], [0.4123, 4.5611, 2.8086], [-0.6605, 5.1232, 0.6473], [-0.8942, 4.7589, -0.6616], [-0.2775, 3.6611, -1.2431], [0.5858, 2.8319, -0.5049], [1.3535, 1.8161, -0.8814], [1.9220, 1.5284, -2.0503], [1.8560, 2.2863, -3.2281], [2.5929, 1.9712, -4.3587], [3.4728, 0.9160, -4.3680], [3.6285, 0.1421, -3.2052], [4.6004, -0.8749, -3.0995], [4.7163, -1.5865, -1.9352], [3.8194, -1.2983, -0.8982], [2.9234, -0.3484, -0.9488], [2.8192, 0.3956, -2.0564], [1.3597, 3.8302, 4.5842], [1.8955, 1.6323, 3.5422], [0.0855, 5.5028, 3.2304], [-1.0784, 6.0303, 1.0653], [-1.5635, 5.3607, -1.2662], [-0.4895, 3.4436, -2.2795], [1.2367, 3.1668, -3.2426], [2.4784, 2.5842, -5.2456], [4.0804, 0.6982, -5.2377], [5.2599, -1.0731, -3.9377], [5.4753, -2.3494, -1.8087], [3.8584, -1.8693, 0.0218], [1.1323, -4.8399, -3.1579], [1.7273, -3.4803, -2.7927], [1.0790, -2.3574, -3.5578], [1.4802, -2.0792, -4.8543], [0.9061, -1.0492, -5.5727], [-0.0183, -0.2279, -4.9515], [-0.4072, -0.4426, -3.6411], [-1.3141, 0.5387, -2.9518], [-2.6058, -0.0577, -2.3881], [0.0947, -1.5602, -2.9551], [-0.2764, -1.7855, -1.6495], [-1.0049, -2.7499, -1.2492], [-1.3010, -2.9717, 0.1210], [-2.1183, -3.9634, 0.6728], [-2.1454, -3.7361, 2.0446], [-1.3447, -2.6266, 2.2752], [-0.8333, -2.1742, 1.1257], [1.6284, -5.6413, -2.6156], [1.2326, -5.0228, -4.2248], [0.0758, -4.8698, -2.9115], [2.7954, -3.4787, -3.0233], [1.6116, -3.2995, -1.7209], [2.2627, -2.6755, -5.3038], [1.2003, -0.8723, -6.5976], [-0.4383, 0.6027, -5.5028], [-1.5675, 1.3283, -3.6655], [-0.7458, 0.9879, -2.1363], [-3.0339, -0.7654, -3.0939], [-3.3296, 0.7325, -2.2108], [-2.4341, -0.5669, -1.4434], [-1.4928, -3.4440, -1.9539], [-2.6235, -4.7430, 0.1321], [-2.6844, -4.2977, 2.7857], [-1.1280, -2.1358, 3.2062], [-8.0470, 2.5256, 5.6957], [-7.0831, 2.2296, 5.1451], [-5.8983, 1.8776, 4.4702], [-4.9708, 1.0203, 5.0708], [-3.8085, 0.6918, 4.4096], [-3.5440, 1.2116, 3.1368], [-4.4765, 2.0697, 2.5426], [-5.6410, 2.3984, 3.1979], [-2.3557, 0.8720, 2.4495], [-1.3396, 0.5940, 1.8544], [-5.1765, 0.6243, 6.0558], [-3.0892, 0.0288, 4.8681], [-4.2628, 2.4705, 1.5625], [-6.3624, 3.0608, 2.7401], [2.4181, -1.8202, 5.1559], [1.3577, -0.9306, 5.1755], [0.8010, -0.4935, 3.9854], [1.2937, -0.9345, 2.7671], [2.3242, -1.8600, 2.7607], [2.8916, -2.3000, 3.9465], [2.8721, -2.1447, 6.0820], [0.9760, -0.5662, 6.1191], [-0.0348, 0.1902, 4.0001], [2.6748, -2.2567, 1.8181], [3.7138, -3.0046, 3.9258]], "mulliken_charge": [1.5293, -1.0567, -0.5446, -0.3727, 0.5344, 0.9192, -0.7707, -0.9050, -1.2512, -0.3636, 0.6239, 0.0886, -0.2432, -0.4663, -1.0886, -0.7503, 1.1776, -0.7339, -1.0361, -0.0122, 0.0633, 0.2371, 0.4254, 0.6386, 0.4149, 0.3734, 0.3676, 0.2746, 0.3776, 0.3548, 0.3516, 0.4144, 0.4238, 0.1557, -1.3966, -0.6648, 0.9097, -0.5740, -1.0943, -0.6894, 1.1222, 0.2905, -1.5386, -0.8642, 1.6713, -0.5505, -0.1828, -1.1460, -0.9476, -0.5263, 0.6557, 0.4250, 0.3477, 0.2673, 0.4822, 0.0348, 0.4091, 0.3684, 0.3758, 0.6245, -0.8285, 0.3644, 0.4359, 0.1607, 0.3927, 0.5078, 0.4648, 0.3927, -0.5514, 0.0638, 0.5473, -0.8016, -0.2531, -0.0688, -0.4728, -0.7303, 0.7906, -0.7532, 0.4309, 0.5027, 0.5577, 0.4280, -0.7202, -0.6005, -0.3958, 0.5282, -0.6021, -0.5939, 0.3525, 0.4141, 0.5194, 0.1567, 0.4012]}

Record 4
{"formula": "C5H10S", "method": "ωB97M-V/def2-TZVPD", "e_homo_ev": -9.0, "homo_lumo_gap_ev": 9.846, "charge": 0, "de_lowest_ev": 1.082, "smiles": "SCC1CCC1", "e_tot_ha": -594.655303, "elements": ["C", "C", "C", "C", "C", "H", "H", "H", "H", "H", "H", "H", "H", "H", "H", "S"], "coordinates": [[0.8802, 1.0775, -0.0066], [-0.6888, 0.9851, -0.0025], [-1.3008, 0.0151, -1.0763], [-1.5267, -1.0092, -0.0031], [-1.2606, 0.0481, 1.0905], [2.9190, -0.1145, -0.4579], [1.3093, 1.5611, -0.8817], [1.1750, 1.6453, 0.8598], [-1.1381, 1.9585, -0.0576], [-0.6880, -0.3351, -1.9094], [-2.2216, 0.4250, -1.4977], [-2.5396, -1.4135, -0.0486], [-0.8002, -1.8135, 0.0321], [-0.5536, -0.2324, 1.9009], [-2.2393, 0.3761, 1.5083], [1.7598, -0.5473, 0.0338]], "nbo_charge": [-0.4891, -0.2155, -0.4084, -0.4079, -0.4116, 0.1269, 0.2182, 0.2073, 0.2119, 0.2107, 0.2025, 0.2010, 0.2129, 0.2104, 0.2104, -0.0795]}

Record 5
{"formula": "C3H6ClN", "method": "ωB97M-V/def2-TZVPD", "e_homo_ev": -8.9, "homo_lumo_gap_ev": 9.816, "charge": 0, "de_lowest_ev": 2.476, "smiles": "ClC1CNC1", "e_tot_ha": -632.735717, "elements": ["C", "C", "C", "H", "H", "H", "H", "H", "H", "N", "Cl"], "coordinates": [[0.7589, 0.0907, 0.5208], [-0.0982, -1.0185, 0.1135], [-0.3234, 1.0434, -0.1566], [1.1706, 0.1952, 1.4933], [-0.6847, -1.1261, 1.1242], [0.6267, -1.7890, -0.2829], [-1.8457, -0.5280, -1.2875], [0.1249, 1.8325, -0.7687], [-1.1599, 1.6404, 0.5279], [-0.7530, -0.3142, -0.8526], [2.1839, -0.0264, -0.4313]], "nbo_charge": [-0.2399, -0.2395, -0.2175, 0.2282, 0.1592, 0.2104, 0.3898, 0.2079, 0.1929, -0.6456, -0.0459]}

Record 6
{"formula": "C4H9N7", "method": "ωB97M-V/def2-TZVPD", "e_homo_ev": [-8.1, -8.1], "homo_lumo_gap_ev": [8.552, 8.550], "charge": 0, "de_lowest_ev": 4.948, "e_tot_ha": -540.915082, "elements": ["C", "C", "C", "C", "N", "N", "N", "N", "N", "N", "N", "H", "H", "H", "H", "H", "H", "H", "H", "H"], "coordinates": [[1.3375, 0.0846, -0.1457], [-0.2774, 0.2586, -0.4034], [1.4672, -0.5210, 1.2443], [1.9787, -0.7471, -1.2644], [1.7819, 1.4478, -0.0184], [-0.9533, -0.7628, -0.8244], [0.8167, 2.1891, -0.0986], [-2.2433, -0.8956, -0.7511], [-0.4096, 1.5939, -0.3490], [-2.5715, 0.6331, 0.9194], [-2.9581, -0.2754, 0.1194], [2.4523, -0.4923, 1.7212], [1.1701, -1.5736, 1.0652], [0.5223, -0.0736, 1.8024], [2.7621, -0.1411, -1.7693], [1.2613, -0.9615, -2.0327], [2.4250, -1.6523, -0.8743], [-1.3119, 1.9778, -0.1160], [-3.3423, 0.6572, 1.6273], [-3.9077, -0.7458, 0.1482]], "nbo_charge": [0.0086, 0.4317, -0.6111, -0.6175, -0.1417, -0.3568, 0.0341, -0.1037, -0.4781, -0.6389, -0.0557, 0.2372, 0.2219, 0.2249, 0.2269, 0.2379, 0.2182, 0.4415, 0.3348, 0.3858]}

Record 7
{"formula": "C10H14N2O2S", "method": "ωB97M-V/def2-TZVPD", "e_homo_ev": -8.9, "homo_lumo_gap_ev": 6.492, "charge": 0, "de_lowest_ev": 10.691, "e_tot_ha": -1047.255502, "elements": ["O", "O", "C", "C", "C", "C", "C", "C", "N", "N", "C", "C", "C", "C", "S", "H", "H", "H", "H", "H", "H", "H", "H", "H", "H", "H", "H", "H", "H"], "coordinates": [[-1.5390, 1.5472, -3.3127], [-2.9639, -0.4321, -3.4798], [3.4654, -0.7188, 1.9317], [3.7289, 0.0134, 0.7362], [2.1795, -0.9645, 2.3834], [2.6389, 0.4724, -0.0364], [1.0817, -0.4987, 1.6085], [1.3416, 0.2182, 0.4064], [-3.1310, 1.1257, -2.2949], [-2.1108, 0.1807, -1.1177], [-0.3082, -1.0239, 1.9599], [0.2134, 0.6789, -0.5043], [-1.4010, -0.4120, 1.0828], [-0.9762, -0.3003, -0.3689], [-1.8506, 0.2164, -2.7885], [4.3055, -1.0043, 2.5620], [4.7595, 0.2400, 0.4261], [1.9528, -1.5480, 3.2660], [2.8519, 1.0094, -0.9670], [-3.1179, 1.8453, -3.0031], [-3.9065, 0.4966, -2.4832], [-2.3250, 1.1298, -0.8610], [-0.2359, -2.0809, 1.7111], [-0.5599, -0.8718, 2.9946], [0.6195, 0.7025, -1.5193], [-0.0333, 1.7265, -0.2898], [-2.2872, -1.0321, 1.1562], [-1.6897, 0.5885, 1.4419], [-0.7024, -1.3040, -0.6404]], "nbo_charge": [-0.8925, -0.7981, -0.2126, -0.2086, -0.2100, -0.1964, 0.0029, -0.0394, -0.9135, -0.7471, -0.4240, -0.4478, -0.3915, -0.0602, 1.9967, 0.2123, 0.2170, 0.2127, 0.2146, 0.3979, 0.3790, 0.4146, 0.2132, 0.2246, 0.2207, 0.2194, 0.2205, 0.1970, 0.1988]}

Record 8
{"formula": "C4H8OS", "method": "ωB97M-V/def2-TZVPD", "e_homo_ev": -9.0, "homo_lumo_gap_ev": 9.655, "charge": 0, "de_lowest_ev": 3.006, "smiles": "C=C(C)COS", "e_tot_ha": -630.524431, "elements": ["C", "C", "C", "C", "O", "S", "H", "H", "H", "H", "H", "H", "H", "H"], "coordinates": [[1.0492, -0.7778, 1.6445], [0.2594, -0.4906, 0.6243], [0.6509, -0.7381, -0.8645], [-0.9046, 0.4297, 0.9257], [-2.3182, -0.3077, 0.5329], [-3.1440, 0.3445, -0.8021], [0.6672, -0.4633, 2.5962], [1.9444, -1.3759, 1.7206], [0.1713, -0.0175, -1.5933], [0.1539, -1.7884, -1.0569], [1.7117, -0.7972, -0.8325], [-1.0494, 0.3868, 1.9831], [-0.7352, 1.3448, 0.4010], [-3.9269, 1.5018, -0.2877]], "nbo_charge": [-0.3925, 0.0038, -0.6593, -0.0809, -0.7051, 0.2532, 0.1860, 0.2076, 0.2302, 0.2309, 0.2235, 0.2036, 0.2046, 0.0945]}